Here is a gas-phase ion, C5H8NO (charge +1) at a distorted geometry from the Open Molecules 2025 dataset. Energies are from ωB97M-V with the def2-TZVPD basis set.

Element x y z (Å)
1 C -0.7964 -1.4091 -0.4304
2 C -0.1112 -0.2375 -0.9429
3 C 0.0582 0.2114 -2.1890
4 O 0.7137 1.3581 -2.2297
5 C 0.8087 1.7312 -0.9759
6 N 0.3971 0.8514 -0.1321
7 C 0.5305 0.8621 1.3023
8 H -1.8038 -1.2328 -0.5331
9 H -0.6258 -2.4335 -0.9137
10 H -0.5673 -1.4747 0.5471
11 H -0.5306 -0.3427 -3.0158
12 H 1.4143 2.4985 -0.5944
13 H -0.3355 0.6162 1.9247
14 H 1.3563 0.1619 1.5199
15 H 0.9539 1.8175 1.6812

Force components x, y, z for each atom (eV/Å):
C 0.840 -1.849 -2.652
C 0.819 1.600 0.163
C -2.571 -3.927 -1.467
O -0.168 1.827 0.206
C 1.378 0.136 0.532
N -1.722 -2.204 -1.152
C 1.975 0.276 1.577
H -2.603 0.265 0.024
H 0.318 1.748 0.395
H 0.569 -0.668 3.508
H 1.934 1.647 0.686
H 0.526 1.517 -0.475
H -0.134 -0.016 -0.819
H -0.576 -0.057 0.111
H -0.585 -0.296 -0.635

## Properties
SMILES = Cc1coc[n+]1C
frontier orbital gap = 10.80 eV
LUMO level = -3.91 eV
net charge = +1
energy = -8844.0147 eV
ΔE to the lowest compared entry with this formula, charge and spin = 17.2 kcal per mole

And the natural (NBO) charges, in e, turn out to be: number 1, C, carries -0.662; number 2, C, carries 0.131; number 3, C, carries 0.098; number 4, O, carries -0.310; number 5, C, carries 0.439; number 6, N, carries -0.268; number 7, C, carries -0.449; number 8, H, carries 0.252; number 9, H, carries 0.276; number 10, H, carries 0.234; number 11, H, carries 0.268; number 12, H, carries 0.231; number 13, H, carries 0.262; number 14, H, carries 0.246; number 15, H, carries 0.253